Entry from OMol25: an isolated ion of composition C10H12BrN4 and charge +1 in a non-equilibrium geometry (wB97M-V/def2-TZVPD).

## Properties
Structure (SMILES): [H]/N=C1/[N+](C)=CC(Br)=N[C@@]1(CC)N=C=C=C
Gap between HOMO and LUMO: 5.5 eV
HOMO energy: -11.904 eV
Electronic energy: -3180.84639 hartree
Energy above the lowest of the compared OMol25 structures with the same formula, charge and spin: 0.100 eV
LUMO: -6.43 eV
Total charge: +1

Last column: Löwdin charge in e.
Cartesian coordinates (Å):
1 H 1.133 1.338 -0.429  0.0793
2 N 0.826 1.234 0.581  0.2497
3 C -0.067 0.336 0.567  -0.2767
4 N -0.534 -0.135 1.800  -0.0161
5 C -0.360 0.654 2.941  -0.0031
6 C -1.196 -1.309 1.830  0.0416
7 C -1.395 -2.076 0.666  -0.7231
8 Br -2.185 -3.767 0.946  0.8747
9 N -1.159 -1.611 -0.505  0.1605
10 C -0.419 -0.463 -0.664  -0.4878
11 C 0.895 -1.004 -1.275  -0.1164
12 C 1.354 -2.235 -0.428  -0.0562
13 N -0.973 0.502 -1.580  0.1833
14 C -0.426 1.518 -1.957  -0.1304
15 C -0.031 2.664 -2.369  -0.0441
16 C -0.023 3.908 -2.685  0.0770
17 H 0.505 0.349 3.596  0.1448
18 H -0.197 1.666 2.594  0.1046
19 H -1.174 0.458 3.630  0.1127
20 H -1.404 -1.775 2.799  0.1514
21 H 0.654 -1.200 -2.310  0.1307
22 H 1.747 -0.269 -1.188  0.1349
23 H 0.805 -3.071 -0.954  0.1068
24 H 1.249 -2.190 0.694  0.1025
25 H 2.364 -2.412 -0.605  0.0525
26 H 0.910 4.454 -2.819  0.0837
27 H -0.898 4.438 -2.879  0.0631

---

Entry from OMol25: C10H12CeN2O5 as an isolated structure in a non-equilibrium geometry (wB97M-V/def2-TZVPD).

## Properties
Gap between HOMO and LUMO (alpha / beta): 5.2 / 5.2 eV
HOMO energy (alpha / beta): -19.199 / -19.201 eV
⟨S²⟩: 0.7510
Electronic energy: -1347.90604 hartree
LUMO (alpha / beta): -14.03 / -14.01 eV
Total charge: +3
2S+1: 2

Last column: Löwdin charge in e.
Cartesian coordinates (Å):
1 O 0.556 -3.132 -2.935  0.2906
2 C 0.608 -1.990 -3.090  -0.0109
3 Ce 0.563 0.244 -2.469  1.2448
4 O -2.335 0.212 -4.560  0.2809
5 C -1.305 0.253 -4.065  0.0272
6 C 2.396 0.295 -4.034  0.0158
7 O 3.411 0.275 -4.578  0.2872
8 C 0.509 2.493 -3.025  -0.0281
9 O 0.494 3.651 -2.958  0.2931
10 C -0.612 -2.584 0.776  0.0246
11 N -0.484 -1.301 1.404  -0.0281
12 C -0.589 -1.112 2.792  -0.1116
13 C -0.095 0.219 3.151  -0.1210
14 C -0.620 1.275 2.270  -0.1002
15 N -0.067 0.972 0.996  -0.0537
16 C 0.556 2.023 0.207  0.0190
17 C -0.184 -0.298 0.629  -0.3871
18 O -0.007 -0.653 -0.605  -0.2058
19 H 0.268 -2.965 0.252  0.1112
20 H -1.413 -2.685 0.043  0.1170
21 H -0.838 -3.284 1.555  0.1159
22 H -1.629 -1.224 3.014  0.1566
23 H -0.047 -1.930 3.222  0.1573
24 H 0.978 0.224 3.154  0.1462
25 H -0.370 0.429 4.147  0.1408
26 H -0.289 2.274 2.490  0.1482
27 H -1.705 1.253 2.207  0.1628
28 H -0.150 2.774 -0.172  0.1241
29 H 1.250 2.594 0.850  0.1508
30 H 1.153 1.699 -0.668  0.0325

---

Entry from OMol25: one molecule with the formula C10H12FNO2 in a non-equilibrium geometry (wB97M-V/def2-TZVPD).

## Properties
Structure (SMILES): CC[C@@](O)(F)NC(=O)c1ccccc1
Gap between HOMO and LUMO: 10.2 eV
HOMO energy: -9.462 eV
Electronic energy: -693.31262 hartree
Energy above the lowest of the compared OMol25 structures with the same formula, charge and spin: 0.407 eV
LUMO: 0.69 eV
Total charge: 0

Last column: Löwdin charge in e.
Cartesian coordinates (Å):
1 C -1.534 -2.220 0.297  -0.0898
2 C -2.023 -1.837 -1.118  -0.1480
3 C -0.866 -1.635 -2.031  -0.4908
4 O -0.063 -2.703 -2.365  0.0787
5 F -1.256 -0.982 -3.186  0.0658
6 N 0.089 -0.509 -1.151  0.1682
7 C -0.452 0.594 -0.590  -0.5016
8 O -1.503 1.116 -0.898  0.0880
9 C 0.481 1.307 0.370  -0.1893
10 C 0.820 0.682 1.533  -0.0167
11 C 1.718 1.301 2.443  -0.0406
12 C 2.280 2.497 2.039  -0.0802
13 C 1.727 3.142 0.934  -0.0679
14 C 0.831 2.571 0.058  -0.0164
15 H -2.330 -2.616 0.939  0.0697
16 H -1.138 -1.450 0.960  0.0395
17 H -0.727 -3.126 0.193  0.1391
18 H -2.489 -2.741 -1.540  0.1327
19 H -2.506 -0.797 -1.077  0.1405
20 H 0.613 -2.286 -2.930  0.1297
21 H 0.558 -1.148 -0.501  0.1137
22 H 0.354 -0.295 1.605  0.0921
23 H 2.008 0.937 3.357  0.0747
24 H 2.799 3.116 2.705  0.0873
25 H 2.144 4.132 0.815  0.1027
26 H 0.465 2.951 -0.861  0.1190

---

Entry from OMol25: one molecule with the formula C10H12IOP in a non-equilibrium geometry (wB97M-V/def2-TZVPD).

## Properties
Structure (SMILES): Cc1cccc(CPCC(=O)I)c1
Gap between HOMO and LUMO: 7.7 eV
HOMO energy: -8.103 eV
Electronic energy: -1102.14825 hartree
LUMO: -0.40 eV
Total charge: 0

Last column: Löwdin charge in e.
Cartesian coordinates (Å):
1 C 0.737 -3.230 -0.125  -0.1281
2 C 0.186 -2.015 0.843  -0.1855
3 C 0.179 -2.069 2.507  -0.0361
4 C -0.366 -0.742 3.313  -0.0741
5 C -0.900 0.628 2.575  -0.0464
6 C -0.904 0.645 0.934  -0.2204
7 C -1.390 1.954 0.012  -0.3912
8 P 0.244 2.713 -0.687  0.8408
9 C 0.993 1.648 -2.081  -0.4698
10 C 0.070 1.499 -3.427  -0.7042
11 O -1.054 0.744 -3.483  -0.1456
12 I 0.770 2.574 -5.254  0.7018
13 C -0.372 -0.664 0.101  -0.0234
14 H 1.348 -3.987 0.544  0.0773
15 H -0.110 -3.782 -0.730  0.0888
16 H 1.546 -2.725 -0.843  0.0869
17 H 0.575 -3.058 2.995  0.0816
18 H -0.388 -0.768 4.488  0.0773
19 H -1.262 1.556 3.192  0.0839
20 H -2.168 1.664 -0.814  0.0906
21 H -1.848 2.752 0.773  0.0877
22 H 1.184 2.560 0.431  -0.0384
23 H 2.001 2.189 -2.418  0.0751
24 H 1.314 0.560 -1.759  0.0827
25 H -0.384 -0.649 -1.087  0.0886

---

Entry from OMol25: C10H12N2O as an isolated structure in a non-equilibrium geometry (wB97M-V/def2-TZVPD).

## Properties
Gap between HOMO and LUMO: 8.6 eV
HOMO energy: -7.902 eV
Electronic energy: -572.95943 hartree
Energy above the lowest of the compared OMol25 structures with the same formula, charge and spin: 2.090 eV
LUMO: 0.69 eV
Total charge: 0

Last column: Löwdin charge in e.
Cartesian coordinates (Å):
1 C 3.024 -0.496 -1.621  -0.1989
2 C 1.507 0.958 -1.277  -0.2910
3 C 1.145 -0.188 -0.631  -0.0456
4 C 0.703 2.154 -1.233  -0.0405
5 C -0.296 2.261 -0.354  -0.0977
6 C -0.418 -1.199 1.397  -0.4217
7 C -0.602 1.253 0.727  -0.1481
8 C -0.543 -0.204 0.280  -0.2749
9 C -1.641 -1.354 2.268  0.0035
10 C -1.568 -0.584 -0.766  -0.0314
11 N 2.704 0.735 -1.905  0.1035
12 N 2.091 -1.122 -0.848  0.1021
13 O 0.576 -1.859 1.578  0.0944
14 H 3.919 -0.983 -1.956  0.1108
15 H 0.928 2.942 -1.935  0.1077
16 H -0.905 3.154 -0.334  0.0963
17 H 0.132 1.396 1.528  0.1375
18 H -1.589 1.464 1.145  0.1145
19 H -2.131 -2.291 2.003  0.0969
20 H -2.345 -0.539 2.148  0.0741
21 H -1.336 -1.435 3.308  0.0912
22 H -2.576 -0.548 -0.350  0.0865
23 H -1.384 -1.590 -1.138  0.0938
24 H -1.516 0.116 -1.596  0.0901
25 H 2.121 -2.042 -0.438  0.1468

---

Entry from OMol25: a 2-piece molecular cluster, C10H12N2OS overall in a non-equilibrium geometry (wB97M-V/def2-TZVPD).

## Properties
Gap between HOMO and LUMO: 7.8 eV
HOMO energy: -8.066 eV
Electronic energy: -970.95306 hartree
Energy above the lowest of the compared OMol25 structures with the same formula, charge and spin: 6.004 eV
LUMO: -0.25 eV
Total charge: 0

Last column: Löwdin charge in e.
Cartesian coordinates (Å):
1 C 1.867 -0.880 2.563  -0.4163
2 C 1.795 0.293 1.641  -0.4970
3 C -1.220 0.679 1.501  -0.2758
4 C -1.294 -0.213 0.344  -0.4145
5 C -1.514 -1.535 0.241  -0.1411
6 C -1.077 -0.904 -1.750  -0.1931
7 C -0.862 -0.659 -3.138  0.0218
8 C -0.569 0.684 -3.436  -0.1057
9 C -0.685 1.744 -2.506  -0.0873
10 C -0.850 1.451 -1.151  -0.0217
11 H 3.165 -1.446 0.979  0.3187
12 H 1.032 -1.582 2.427  0.0948
13 H 1.670 -0.622 3.734  0.1628
14 H 1.721 -0.068 0.745  -0.0102
15 H 2.666 0.994 1.772  0.0941
16 H -1.731 1.555 1.526  0.0231
17 H -1.145 0.008 2.397  0.0903
18 H -1.780 -2.157 1.164  0.1405
19 H -0.696 -1.373 -3.913  0.1013
20 H -0.558 1.058 -4.436  0.0863
21 H -0.618 2.850 -2.893  0.1389
22 H -0.421 2.191 -0.311  0.1086
23 N -1.217 -2.102 -0.950  0.1245
24 N -1.217 0.126 -0.831  -0.0135
25 O 3.051 -1.676 2.414  -0.1690
26 S 0.488 1.587 1.867  0.8395

---

- Number 6 is which compound?
  C10H12N2OS